# 1
{"formula": "C21H47LuOP3Se", "method": "the ωB97M-V functional and the def2-TZVPD basis", "de_lowest_kcal_mol": 8.6, "charge": 3, "homo_lumo_gap_ev": [3.06, 8.37], "homo_energy_ev": [-15.3959, -17.6520], "species": ["Lu", "P", "P", "P", "H", "C", "C", "H", "C", "C", "C", "C", "C", "C", "C", "C", "C", "H", "H", "H", "H", "H", "H", "H", "H", "H", "H", "H", "H", "H", "H", "H", "H", "H", "H", "H", "H", "H", "H", "H", "H", "H", "H", "H", "H", "H", "C", "C", "C", "C", "C", "C", "Se", "H", "H", "H", "H", "H", "H", "C", "C", "O", "C", "C", "H", "H", "H", "H", "H", "H", "H", "H", "H", "H"], "positions_angstrom": [[-0.573, -0.173, -0.882], [-3.271, -0.112, -0.356], [0.124, -2.910, -1.160], [-0.951, 2.576, -1.462], [4.762, -0.837, -0.541], [4.204, -0.626, 0.371], [4.053, -1.723, 1.325], [4.217, -2.747, 1.001], [-4.340, 0.155, -1.828], [-4.057, -1.592, 0.379], [-3.880, 1.221, 0.752], [1.770, -3.513, -0.620], [-0.974, -4.112, -0.310], [0.084, -3.554, -2.875], [0.660, 3.153, -2.134], [-1.307, 3.891, -0.239], [-2.064, 3.092, -2.827], [4.506, 0.323, 0.811], [3.964, -1.496, 2.384], [-5.282, -0.392, -1.686], [-3.829, -0.222, -2.722], [-4.553, 1.223, -1.966], [-5.137, -1.572, 0.177], [-3.885, -1.603, 1.463], [-3.625, -2.500, -0.062], [-4.809, 0.903, 1.244], [-4.059, 2.145, 0.188], [-3.122, 1.423, 1.521], [2.383, -3.731, -1.504], [1.652, -4.433, -0.033], [2.302, -2.772, -0.008], [-1.413, -4.796, -1.049], [-1.782, -3.582, 0.211], [-0.395, -4.689, 0.422], [1.087, -3.887, -3.172], [-0.247, -2.760, -3.558], [-0.615, -4.398, -2.929], [0.552, 4.196, -2.463], [0.974, 2.531, -2.983], [1.430, 3.097, -1.353], [-1.540, 4.825, -0.768], [-0.443, 4.055, 0.416], [-2.169, 3.603, 0.376], [-1.974, 4.180, -2.955], [-3.103, 2.836, -2.587], [-1.785, 2.583, -3.758], [0.802, 0.254, -4.294], [2.082, -0.125, -3.848], [3.208, 0.218, -4.601], [3.065, 0.898, -5.819], [1.786, 1.231, -6.288], [0.656, 0.897, -5.538], [-0.809, -0.079, -3.235], [2.975, -0.449, 0.011], [2.183, -0.684, -2.913], [4.203, -0.049, -4.239], [3.948, 1.161, -6.403], [1.668, 1.750, -7.240], [-0.346, 1.136, -5.895], [0.799, 2.331, 2.301], [1.485, 1.368, 1.368], [0.554, 0.268, 0.946], [0.532, -0.937, 1.806], [0.441, -0.608, 3.283], [-0.149, 2.700, 1.895], [1.459, 3.189, 2.463], [0.612, 1.864, 3.271], [1.798, 1.842, 0.432], [2.351, 0.881, 1.825], [-0.345, -1.539, 1.505], [1.450, -1.501, 1.594], [-0.433, 0.009, 3.510], [0.328, -1.545, 3.837], [1.352, -0.122, 3.644]]}

=====

# 2
{"formula": "C22H62N5O13", "method": "the ωB97M-V functional and the def2-TZVPD basis", "de_lowest_kcal_mol": 93.7, "charge": -1, "homo_lumo_gap_ev": 8.05, "homo_energy_ev": -5.4348, "species": ["N", "O", "O", "O", "C", "C", "C", "O", "C", "N", "H", "H", "H", "H", "H", "H", "H", "H", "H", "H", "H", "C", "C", "C", "O", "C", "N", "H", "H", "H", "H", "H", "H", "H", "H", "H", "H", "H", "C", "C", "C", "O", "C", "N", "H", "H", "H", "H", "H", "H", "H", "H", "H", "H", "H", "C", "C", "C", "O", "C", "N", "H", "H", "H", "H", "H", "H", "H", "H", "H", "H", "H", "C", "C", "O", "O", "H", "H", "H", "H", "H", "H", "C", "C", "O", "O", "H", "H", "H", "H", "H", "H", "C", "C", "O", "O", "H", "H", "H", "H", "H", "H"], "positions_angstrom": [[-0.177, -0.358, -0.621], [0.634, -0.695, 0.222], [-0.700, -1.145, -1.370], [-0.443, 0.850, -0.762], [-5.842, 0.739, -1.236], [-4.635, 1.634, -1.465], [-4.193, 2.443, -0.156], [-5.227, 3.400, 0.264], [-5.391, 4.542, -0.575], [-3.574, 0.710, -1.908], [-5.717, 0.037, -0.411], [-6.085, 0.051, -2.045], [-6.799, 1.179, -0.955], [-4.870, 2.355, -2.248], [-3.159, 2.786, -0.171], [-4.045, 1.818, 0.725], [-4.499, 5.151, -0.431], [-6.253, 5.168, -0.346], [-5.386, 4.333, -1.645], [-2.639, 1.021, -1.685], [-3.495, -0.196, -1.469], [-2.034, 3.703, -3.883], [-0.689, 3.295, -4.550], [-0.260, 1.829, -4.097], [1.053, 1.384, -4.437], [1.329, 0.038, -4.170], [-0.905, 3.248, -5.994], [-1.973, 3.487, -2.816], [-2.863, 3.059, -4.176], [-2.272, 4.758, -4.019], [-0.009, 4.086, -4.233], [-1.027, 1.134, -4.440], [-0.329, 1.714, -3.015], [0.859, -0.508, -4.988], [0.909, -0.399, -3.264], [2.361, -0.305, -4.246], [-1.218, 4.129, -6.376], [-1.742, 2.690, -6.084], [3.094, 1.585, 3.040], [3.392, 0.179, 3.425], [2.478, -0.514, 4.442], [2.915, -1.843, 4.689], [2.208, -2.389, 5.803], [3.434, -0.614, 2.167], [3.798, 1.945, 2.290], [3.410, 2.218, 3.868], [2.045, 1.735, 2.783], [4.388, 0.241, 3.865], [1.415, -0.425, 4.218], [2.736, 0.035, 5.348], [1.137, -2.253, 5.658], [2.542, -2.047, 6.783], [2.410, -3.455, 5.911], [4.149, -0.255, 1.551], [2.570, -0.404, 1.688], [-0.439, -4.096, 1.532], [0.757, -3.799, 2.388], [1.526, -4.992, 2.957], [2.680, -4.581, 3.678], [3.115, -5.551, 4.575], [1.692, -3.071, 1.548], [-1.066, -3.269, 1.202], [-1.125, -4.672, 2.153], [-0.210, -4.622, 0.605], [0.392, -3.097, 3.137], [1.800, -5.705, 2.180], [0.858, -5.601, 3.566], [3.299, -6.493, 4.058], [2.330, -5.639, 5.326], [4.021, -5.386, 5.160], [2.040, -3.714, 0.852], [1.144, -2.405, 1.022], [3.593, 2.934, -1.553], [2.722, 1.680, -1.630], [3.591, 0.692, -2.085], [3.984, 3.483, -2.794], [4.454, 2.751, -0.910], [3.240, 3.720, -0.886], [1.836, 1.905, -2.223], [2.428, 1.297, -0.652], [4.058, 1.125, -2.804], [4.567, 2.901, -3.287], [0.148, -3.541, -3.560], [-1.100, -3.135, -4.394], [-1.749, -1.970, -3.923], [-0.285, -3.670, -2.289], [1.021, -2.891, -3.598], [0.559, -4.465, -3.968], [-1.924, -3.848, -4.390], [-0.747, -2.952, -5.409], [-1.531, -1.785, -3.007], [-0.118, -2.848, -1.822], [-1.071, 1.402, 2.957], [-1.151, 1.881, 4.402], [0.186, 2.303, 4.788], [-0.588, 2.314, 2.041], [-2.032, 1.139, 2.515], [-0.371, 0.567, 2.910], [-1.561, 1.091, 5.032], [-1.832, 2.711, 4.587], [0.424, 3.120, 4.344], [-0.379, 1.874, 1.214]]}

=====

# 3
{"formula": "C6H13N", "method": "the ωB97M-V functional and the def2-TZVPD basis", "de_lowest_kcal_mol": 58.5, "charge": 0, "smiles": "CCCN1C[C@H]1C", "homo_lumo_gap_ev": 9.09, "homo_energy_ev": -7.8859, "species": ["C", "C", "C", "N", "C", "C", "C", "H", "H", "H", "H", "H", "H", "H", "H", "H", "H", "H", "H", "H"], "positions_angstrom": [[2.952, -0.443, -0.200], [1.462, -0.544, -0.019], [0.715, 0.632, -0.576], [-0.647, 0.267, -0.324], [-1.646, 1.110, -0.763], [-1.515, 0.440, 0.779], [-2.471, -0.747, 1.002], [3.323, 0.484, 0.249], [3.201, -0.427, -1.267], [3.451, -1.292, 0.267], [1.033, -1.421, -0.519], [1.168, -0.620, 1.037], [0.833, 0.688, -1.674], [1.071, 1.613, -0.186], [-2.400, 0.635, -1.402], [-1.228, 2.002, -1.275], [-1.116, 0.806, 1.754], [-3.402, -0.438, 1.494], [-2.724, -1.163, 0.024], [-2.061, -1.580, 1.599]]}

=====

# 4
{"formula": "C30H34F3IrN6O8S2", "method": "the ωB97M-V functional and the def2-TZVPD basis", "de_lowest_kcal_mol": 59.6, "charge": 0, "homo_lumo_gap_ev": 7.28, "homo_energy_ev": -7.5071, "species": ["Ir", "C", "O", "C", "C", "C", "C", "C", "C", "N", "N", "C", "C", "C", "C", "O", "C", "N", "C", "C", "C", "C", "H", "H", "H", "H", "H", "H", "H", "H", "H", "H", "H", "H", "O", "N", "C", "C", "C", "C", "C", "S", "H", "H", "H", "H", "C", "N", "C", "C", "C", "N", "C", "C", "O", "H", "H", "H", "H", "H", "H", "H", "H", "H", "H", "H", "H", "C", "C", "O", "H", "H", "H", "H", "H", "H", "F", "C", "F", "F", "S", "O", "O", "O"], "positions_angstrom": [[1.854, 0.326, 0.067], [-3.953, -0.312, 3.267], [-4.630, 0.435, 2.273], [-4.174, 1.691, 2.019], [-3.117, 2.292, 2.698], [-2.688, 3.556, 2.323], [-3.305, 4.229, 1.280], [-4.417, 3.662, 0.668], [-4.838, 2.393, 1.016], [-2.918, 5.543, 0.799], [-1.739, 5.820, 0.531], [-0.710, 4.805, 0.631], [0.371, 5.056, 1.444], [1.347, 4.081, 1.697], [1.258, 2.828, 1.110], [2.059, 1.822, 1.381], [0.191, 2.610, 0.200], [0.159, 1.370, -0.395], [-0.754, 1.100, -1.301], [-1.718, 2.056, -1.677], [-1.732, 3.277, -1.073], [-0.774, 3.588, -0.080], [-4.440, -1.282, 3.300], [-4.033, 0.165, 4.248], [-2.897, -0.442, 3.013], [-2.608, 1.786, 3.505], [-1.849, 4.002, 2.839], [-4.931, 4.220, -0.105], [-5.682, 1.927, 0.524], [0.435, 6.019, 1.935], [2.175, 4.282, 2.363], [-0.723, 0.111, -1.739], [-2.434, 1.803, -2.446], [-2.464, 4.022, -1.359], [1.001, -0.535, 1.634], [1.880, -1.404, 2.193], [2.166, -1.242, 3.504], [2.948, -2.147, 4.148], [3.455, -3.238, 3.412], [3.178, -3.353, 2.080], [2.383, -2.391, 1.413], [2.068, -2.381, -0.256], [1.728, -0.360, 3.946], [3.176, -2.009, 5.194], [4.084, -3.973, 3.895], [3.581, -4.156, 1.480], [-0.159, -3.852, -4.064], [-1.161, -3.716, -3.026], [-2.157, -4.769, -2.945], [-3.398, -4.257, -2.246], [-2.995, -3.675, -0.909], [-1.944, -2.687, -1.079], [-1.708, -1.821, 0.062], [-1.059, -2.703, -2.116], [-0.187, -1.834, -2.236], [-0.568, -3.594, -5.045], [0.193, -4.885, -4.093], [0.680, -3.201, -3.847], [-1.751, -5.643, -2.419], [-2.394, -5.085, -3.963], [-4.117, -5.064, -2.105], [-3.869, -3.485, -2.857], [-2.658, -4.471, -0.233], [-3.844, -3.181, -0.431], [-2.442, -1.011, 0.108], [-0.702, -1.416, 0.023], [-1.788, -2.414, 0.977], [3.784, 0.684, -3.832], [3.157, -0.438, -3.036], [1.969, 0.048, -2.375], [4.651, 0.311, -4.379], [4.114, 1.481, -3.168], [3.065, 1.089, -4.544], [3.845, -0.831, -2.285], [2.868, -1.262, -3.693], [1.291, -0.649, -2.398], [4.747, 1.963, 2.265], [5.578, 1.709, 1.262], [6.525, 0.874, 1.704], [6.153, 2.847, 0.881], [4.734, 0.956, -0.197], [3.916, 2.004, -0.767], [5.803, 0.448, -0.994], [3.860, -0.122, 0.399]]}

=====

Q: Look up the charge of the second one.
A: -1

=====

Q: Which of these has the highest charge?
A: C21H47LuOP3Se

=====

Q: What is the formula in the third record?
A: C6H13N

=====

Q: Among the records above, which one has the lowest charge?
A: C22H62N5O13